DFT (wB97M-V/def2-TZVPD) results for 2 unconnected molecules or ions with the total composition C2H2NO3S.

* strongest force on any atom: 0.07634 Eh/bohr
* E_tot: -755.9442 a.u.
* total charge: -1
* multiplicity: 1
* ΔE to the lowest compared entry with this formula, charge and spin: 5.3263 eV

Atoms and positions in Å:
C: -0.71 0.32 -0.61
C: -0.95 1.53 0.34
N: 0.20 0.64 0.25
O: -4.58 1.39 0.15
O: -4.30 -0.79 1.13
O: -4.28 -0.67 -1.32
S: -4.10 0.04 -0.05
H: -0.76 2.61 0.11
H: -1.65 1.51 1.23

***

DFT (wB97M-V/def2-TZVPD) results for a molecular structure, C11H28N2P2Sr.

* strongest force on any atom: 0.05166 Eh/bohr
* E_tot: -1258.5309 a.u.
* total charge: 0
* multiplicity: 1
* ΔE to the lowest compared entry with this formula, charge and spin: 2.8231 eV

Atoms and positions in Å:
Sr: -1.83 -0.06 0.07
H: -4.63 -0.50 -0.64
H: -4.61 0.26 -0.68
P: 0.40 -2.29 -0.26
P: 0.43 2.23 -0.22
C: 0.56 3.40 1.18
H: 0.67 4.40 0.72
H: -0.34 3.40 1.80
H: 1.42 3.20 1.82
C: 1.69 3.16 -1.23
H: 1.64 2.89 -2.31
H: 1.40 4.24 -1.10
H: 2.72 2.98 -0.85
C: -0.92 3.27 -0.96
H: -1.83 3.29 -0.35
H: -0.49 4.29 -0.99
H: -1.17 2.97 -1.98
C: 1.78 -3.15 -1.16
H: 1.48 -4.23 -1.11
H: 1.85 -2.81 -2.22
H: 2.76 -2.99 -0.65
C: 0.38 -3.51 1.09
H: -0.58 -3.53 1.62
H: 0.56 -4.48 0.60
H: 1.16 -3.32 1.84
C: -0.87 -3.24 -1.19
H: -1.00 -2.85 -2.21
H: -0.45 -4.26 -1.23
H: -1.83 -3.25 -0.67
H: -0.10 -0.05 -1.26
H: 0.37 0.34 -0.16
N: -2.02 -0.09 6.59
C: -1.71 -0.06 5.25
C: -0.41 -0.44 4.81
C: -0.18 -0.41 3.42
N: -1.15 -0.06 2.50
C: -2.35 0.44 2.98
C: -2.69 0.42 4.34
H: -1.39 -0.41 7.32
H: -2.93 0.18 6.98
H: 0.27 -0.74 5.61
H: 0.83 -0.68 3.09
H: -3.10 0.88 2.28
H: -3.64 0.74 4.77

***

DFT (wB97M-V/def2-TZVPD) results for 2 unconnected molecules or ions with the total composition C4H8FNO.

* strongest force on any atom: 0.06263 Eh/bohr
* E_tot: -386.9259 a.u.
* total charge: 0
* multiplicity: 1
* ΔE to the lowest compared entry with this formula, charge and spin: 3.7143 eV

Atoms and positions in Å:
C: -0.91 0.64 0.23
C: -1.82 0.25 1.42
C: 1.43 1.10 -0.67
C: 0.50 0.53 0.38
N: 0.28 -1.87 -0.92
O: -1.39 1.06 -0.84
F: 1.07 0.12 1.55
H: -2.88 0.10 1.17
H: -1.49 -0.66 1.73
H: -1.64 0.95 2.30
H: 2.27 0.41 -0.96
H: 0.66 1.33 -1.37
H: 1.86 2.11 -0.22
H: -0.68 -2.05 -0.63
H: 0.87 -1.69 -0.11

***

DFT (wB97M-V/def2-TZVPD) results for a single C3H4N2O2 molecule.

* strongest force on any atom: 0.07000 Eh/bohr
* E_tot: -376.5808 a.u.
* total charge: 0
* multiplicity: 1
* ΔE to the lowest compared entry with this formula, charge and spin: 4.9790 eV

Atoms and positions in Å:
C: -1.60 -0.42 0.00
N: -0.21 -0.07 -0.06
N: 0.74 -0.88 -0.61
C: 1.94 -0.44 -0.23
O: 2.10 0.52 0.54
C: -0.09 1.16 0.30
O: 0.07 2.20 0.76
H: -2.13 -0.43 -0.94
H: -1.73 -1.39 0.52
H: -1.89 0.71 0.40
H: 2.80 -0.95 -0.68

***

DFT (wB97M-V/def2-TZVPD) results for a single C4H3NO2 molecule.

* strongest force on any atom: 0.04800 Eh/bohr
* SMILES: N=C=C[C@H]1OC1=O
* E_tot: -359.3477 a.u.
* total charge: 0
* multiplicity: 1
* ΔE to the lowest compared entry with this formula, charge and spin: 3.3370 eV

Atoms and positions in Å:
N: -0.77 -1.55 1.86
C: -0.77 -0.63 1.07
C: -0.75 0.46 0.32
C: 0.49 0.94 -0.32
O: 1.66 0.18 -0.15
C: 0.95 0.28 -1.52
O: 1.16 -0.24 -2.56
H: -0.93 -2.48 1.48
H: -1.66 1.02 0.14
H: 0.62 2.02 -0.30

***

DFT (wB97M-V/def2-TZVPD) results for 2 unconnected molecules or ions with the total composition C21H42O6P.

* strongest force on any atom: 0.08995 Eh/bohr
* E_tot: -1617.6346 a.u.
* total charge: +1
* multiplicity: 1

Atoms and positions in Å:
C: 5.67 -0.45 -0.76
C: 5.34 0.79 -0.17
C: 4.64 1.90 -1.09
O: 5.05 2.08 -2.25
O: 3.54 2.63 -0.54
C: 3.96 3.91 0.00
C: 4.31 3.91 1.56
C: 3.69 2.69 2.40
C: 2.30 3.06 3.13
C: 1.07 3.06 2.09
C: 0.02 1.85 2.29
P: -0.38 1.10 0.57
C: -2.05 0.26 0.75
C: -2.43 -0.86 -0.06
C: -0.61 2.52 -0.64
C: -0.43 2.15 -2.20
C: -0.85 0.66 -2.59
O: -1.36 3.02 -2.93
O: 0.90 0.06 0.21
C: 1.00 -1.00 1.21
C: 1.65 -2.37 0.67
C: 2.48 -2.23 -0.70
O: 2.47 -2.94 1.74
H: 6.54 -1.07 -0.38
H: 5.01 -0.81 -1.62
H: 5.49 1.08 0.92
H: 4.86 4.35 -0.56
H: 3.08 4.64 -0.18
H: 4.00 4.93 1.98
H: 5.46 3.88 1.67
H: 4.43 2.48 3.26
H: 3.60 1.71 1.83
H: 2.13 2.29 3.96
H: 2.33 4.09 3.63
H: 0.51 4.07 2.03
H: 1.54 2.91 1.05
H: -0.91 2.20 2.84
H: 0.54 1.07 2.96
H: -2.83 0.67 1.49
H: -3.32 -0.83 -0.78
H: -1.80 -1.81 -0.05
H: -1.69 2.90 -0.49
H: 0.06 3.43 -0.44
H: 0.61 2.46 -2.54
H: -1.97 0.46 -2.50
H: -0.26 -0.16 -2.07
H: -0.61 0.55 -3.72
H: -1.39 3.91 -2.51
H: 1.67 -0.63 2.06
H: 0.00 -1.28 1.70
H: 0.81 -3.13 0.50
H: 3.31 -3.01 -0.79
H: 1.75 -2.38 -1.56
H: 2.92 -1.18 -0.74
H: 3.29 -2.42 1.85
C: -6.79 -2.98 0.24
C: -6.08 -2.78 -1.09
O: -4.86 -3.50 -1.20
C: -4.94 -4.91 -1.10
C: -5.79 -5.54 -2.19
H: -6.12 -2.75 1.07
H: -7.66 -2.33 0.30
H: -7.13 -4.01 0.36
H: -5.83 -1.72 -1.20
H: -6.74 -3.03 -1.93
H: -5.29 -5.21 -0.11
H: -3.92 -5.29 -1.19
H: -6.84 -5.25 -2.10
H: -5.74 -6.63 -2.14
H: -5.45 -5.23 -3.18

***

DFT (wB97M-V/def2-TZVPD) results for 2 unconnected molecules or ions with the total composition H2N2OS.

* strongest force on any atom: 0.10682 Eh/bohr
* SMILES: N#[N+][S-].O
* E_tot: -584.0890 a.u.
* total charge: 0
* multiplicity: 1
* ΔE to the lowest compared entry with this formula, charge and spin: 0.4661 eV

Atoms and positions in Å:
N: 1.45 1.22 -0.03
N: 1.35 0.15 -0.32
S: 1.19 -1.32 -0.48
O: -1.10 0.05 0.06
H: -1.59 0.74 0.49
H: -1.32 -0.84 0.28

***

DFT (wB97M-V/def2-TZVPD) results for 3 unconnected molecules or ions with the total composition C4H14O2S2.

* strongest force on any atom: 0.03569 Eh/bohr
* SMILES: CCSSCC.O.O
* E_tot: -1107.6309 a.u.
* total charge: 0
* multiplicity: 1
* ΔE to the lowest compared entry with this formula, charge and spin: 0.5235 eV

Atoms and positions in Å:
C: 2.29 1.53 0.52
C: 1.98 0.02 0.46
S: 2.04 -0.76 -1.21
S: 0.33 -0.60 -2.27
C: -0.72 -1.92 -1.58
C: -1.84 -1.51 -0.59
H: 2.56 1.84 -0.47
H: 3.17 1.72 1.12
H: 1.41 2.10 0.72
H: 0.98 -0.24 0.80
H: 2.71 -0.50 1.06
H: -1.12 -2.45 -2.43
H: -0.09 -2.61 -1.05
H: -2.81 -1.96 -0.83
H: -2.01 -0.45 -0.48
H: -1.56 -1.96 0.36
O: -1.24 0.96 2.80
H: -0.97 0.91 1.87
H: -1.73 0.14 2.94
O: -0.97 1.61 -0.29
H: -1.16 2.55 -0.23
H: -1.25 1.59 -1.22

***

DFT (wB97M-V/def2-TZVPD) results for a molecular structure, C42H105N7Na3O18P.

* strongest force on any atom: 0.03885 Eh/bohr
* E_tot: -4229.1618 a.u.
* total charge: 0
* multiplicity: 1
* ΔE to the lowest compared entry with this formula, charge and spin: 2.3609 eV

Atoms and positions in Å:
Na: -31.89 10.86 13.46
Na: -27.45 10.41 14.85
Na: -27.89 13.13 11.58
P: -29.37 11.27 13.10
O: -27.84 11.18 12.78
O: -29.85 10.09 14.00
O: -30.12 11.27 11.75
O: -29.65 12.62 13.80
C: -35.52 15.60 15.80
O: -34.19 15.39 15.44
C: -33.53 14.50 16.29
C: -32.17 14.10 15.76
N: -32.22 13.12 14.66
C: -32.89 13.60 13.45
C: -34.28 13.02 13.28
O: -34.23 11.59 13.15
C: -35.44 10.90 13.15
H: -35.67 16.05 16.79
H: -36.09 14.66 15.73
H: -35.99 16.32 15.13
H: -34.07 13.53 16.39
H: -33.46 14.88 17.32
H: -31.64 13.54 16.53
H: -31.58 14.97 15.44
H: -31.24 12.89 14.41
H: -32.25 13.37 12.58
H: -32.88 14.70 13.45
H: -34.82 13.37 12.39
H: -34.92 13.30 14.12
H: -35.21 9.84 13.21
H: -36.08 11.02 12.27
H: -36.05 11.11 14.04
C: -33.80 4.32 16.10
O: -33.02 5.17 15.31
C: -33.20 6.56 15.58
C: -31.92 7.26 15.16
N: -32.10 8.72 15.03
C: -32.32 9.40 16.30
C: -31.30 9.14 17.41
O: -31.63 7.97 18.11
C: -30.67 7.58 19.04
H: -33.32 3.34 16.08
H: -34.80 4.12 15.66
H: -33.96 4.65 17.13
H: -33.43 6.73 16.63
H: -34.02 6.96 14.97
H: -31.61 6.84 14.20
H: -31.15 6.99 15.89
H: -31.19 8.95 14.61
H: -33.27 9.06 16.72
H: -32.39 10.47 16.09
H: -31.34 9.99 18.12
H: -30.28 9.10 17.00
H: -30.58 8.35 19.82
H: -29.70 7.40 18.55
H: -30.93 6.66 19.56
C: -30.02 14.78 9.67
O: -28.71 14.47 9.25
C: -28.67 13.44 8.26
C: -29.20 12.12 8.78
N: -28.22 11.36 9.54
C: -27.38 10.49 8.73
C: -28.11 9.32 8.04
O: -27.47 9.00 6.83
C: -27.05 7.66 6.68
H: -30.02 15.86 9.87
H: -30.39 14.31 10.59
H: -30.76 14.55 8.90
H: -27.69 13.42 7.79
H: -29.40 13.68 7.47
H: -29.62 11.51 7.96
H: -30.08 12.32 9.39
H: -28.69 10.79 10.25
H: -26.57 10.08 9.33
H: -26.85 11.09 7.98
H: -29.18 9.53 7.95
H: -28.03 8.47 8.73
H: -26.02 7.49 6.99
H: -27.08 7.38 5.62
H: -27.74 6.99 7.19
C: -27.27 9.73 18.15
O: -27.51 9.16 16.88
C: -27.01 7.84 16.73
C: -27.21 7.31 15.32
N: -26.48 8.06 14.30
C: -27.13 7.97 12.97
C: -26.27 8.71 11.97
O: -25.45 7.77 11.28
C: -24.61 8.38 10.32
H: -27.39 8.97 18.94
H: -27.94 10.56 18.33
H: -26.24 10.11 18.21
H: -27.45 7.17 17.48
H: -25.93 7.88 16.94
H: -28.25 7.15 15.03
H: -26.78 6.29 15.41
H: -25.55 7.69 14.20
H: -28.12 8.43 13.06
H: -27.19 6.90 12.72
H: -25.69 9.47 12.52
H: -26.80 9.37 11.27
H: -24.95 8.21 9.30
H: -23.59 8.00 10.44
H: -24.54 9.46 10.49
C: -24.13 10.09 15.45
O: -24.75 11.10 14.68
C: -24.94 12.35 15.33
C: -26.20 13.08 14.89
N: -27.43 12.75 15.58
C: -27.57 13.49 16.82
C: -28.82 13.03 17.56
O: -28.66 13.29 18.95
C: -29.88 13.14 19.63
H: -23.13 10.44 15.76
H: -24.02 9.24 14.79
H: -24.75 9.80 16.30
H: -24.06 12.95 15.04
H: -24.76 12.30 16.42
H: -26.32 12.89 13.82
H: -25.98 14.16 15.01
H: -28.24 12.89 14.96
H: -27.67 14.56 16.61
H: -26.72 13.33 17.49
H: -29.13 12.01 17.30
H: -29.65 13.69 17.24
H: -30.61 13.89 19.32
H: -29.72 13.30 20.70
H: -30.20 12.09 19.57
C: -29.43 16.94 16.26
O: -28.89 17.10 14.96
C: -29.22 16.11 14.00
C: -28.44 16.48 12.75
N: -27.22 15.68 12.53
C: -26.46 15.97 11.34
C: -25.17 15.19 11.32
O: -25.49 13.85 10.91
C: -24.59 12.83 11.25
H: -29.51 17.93 16.70
H: -28.71 16.40 16.89
H: -30.34 16.35 16.23
H: -30.30 16.11 13.79
H: -28.95 15.11 14.36
H: -28.05 17.49 12.90
H: -29.10 16.48 11.88
H: -26.64 15.78 13.35
H: -26.25 17.05 11.17
H: -26.98 15.71 10.41
H: -24.67 15.18 12.30
H: -24.45 15.51 10.56
H: -24.47 12.76 12.34
H: -23.58 12.93 10.83
H: -25.04 11.89 10.91
C: -28.59 6.06 10.48
O: -29.69 6.49 11.25
C: -30.36 7.55 10.61
C: -31.47 8.14 11.46
N: -31.97 9.42 11.04
C: -32.66 9.55 9.77
C: -33.08 10.98 9.52
O: -34.16 11.02 8.60
C: -35.26 11.75 9.08
H: -28.13 5.23 11.01
H: -27.82 6.83 10.35
H: -28.89 5.76 9.46
H: -30.76 7.22 9.64
H: -29.66 8.35 10.32
H: -31.05 8.22 12.47
H: -32.26 7.39 11.51
H: -31.25 10.14 11.13
H: -33.49 8.84 9.76
H: -31.98 9.21 8.97
H: -32.28 11.64 9.18
H: -33.37 11.36 10.51
H: -35.00 12.72 9.53
H: -35.71 11.26 9.96
H: -35.99 11.81 8.28

***

DFT (wB97M-V/def2-TZVPD) results for a single C13H16N4O4S molecule.

* strongest force on any atom: 0.10575 Eh/bohr
* SMILES: CN(C)S(=O)(=O)c1cc2c(N=O)c([O-])[nH]c2c2c1C[N@@H+](C)C2
* E_tot: -1422.9053 a.u.
* total charge: 0
* multiplicity: 1
* ΔE to the lowest compared entry with this formula, charge and spin: 8.7892 eV

Atoms and positions in Å:
C: 2.33 2.54 -2.53
N: 0.82 2.31 -2.46
C: -0.05 3.45 -2.28
S: 0.27 0.67 -2.40
O: 1.13 -0.32 -3.12
O: -1.11 0.60 -2.87
C: 0.30 0.24 -0.67
C: 0.99 1.00 0.33
C: 0.91 0.76 1.75
C: 1.05 1.45 3.07
N: 1.29 2.85 3.37
O: 1.18 3.23 4.55
C: 0.67 0.43 4.00
O: 0.91 0.32 5.22
N: 0.32 -0.71 3.35
C: 0.22 -0.44 2.02
C: -0.43 -1.18 1.06
C: -0.32 -0.89 -0.20
C: -1.12 -1.88 -1.05
N: -1.91 -2.68 -0.06
C: -1.79 -4.13 -0.39
C: -1.21 -2.37 1.22
H: 2.83 1.94 -3.29
H: 2.78 2.29 -1.59
H: 2.56 3.56 -2.69
H: -0.89 3.21 -1.61
H: 0.43 4.38 -1.97
H: -0.53 3.61 -3.31
H: 1.49 1.95 -0.02
H: -0.35 -1.27 3.86
H: -1.71 -1.31 -1.77
H: -0.38 -2.46 -1.66
H: -2.89 -2.39 -0.02
H: -0.81 -4.14 -0.86
H: -1.70 -4.77 0.53
H: -2.66 -4.46 -1.09
H: -1.95 -2.14 1.98
H: -0.66 -3.24 1.62

***

DFT (wB97M-V/def2-TZVPD) results for 2 unconnected molecules or ions with the total composition C8H13O4P.

* strongest force on any atom: 0.02437 Eh/bohr
* SMILES: CC1=C(P(C)C)C(=O)OC1=O.CO
* E_tot: -954.9204 a.u.
* total charge: 0
* multiplicity: 1
* ΔE to the lowest compared entry with this formula, charge and spin: 0.9204 eV

Atoms and positions in Å:
C: 1.34 -2.19 1.44
C: 2.14 -1.02 0.99
C: 1.72 0.15 0.47
P: 0.05 0.75 0.09
C: -0.81 1.01 1.69
C: -0.75 -0.72 -0.70
C: 2.96 0.95 0.21
O: 3.10 2.12 0.12
O: 4.03 0.05 0.19
C: 3.64 -0.98 1.02
O: 4.39 -1.63 1.68
H: 0.36 -1.86 1.79
H: 1.85 -2.69 2.27
H: 1.21 -2.91 0.64
H: -1.84 0.69 1.56
H: -0.38 0.48 2.55
H: -0.81 2.08 1.90
H: -1.02 -0.40 -1.70
H: -0.03 -1.53 -0.81
H: -1.63 -1.06 -0.15
C: -3.08 1.75 -2.67
O: -3.20 0.41 -2.18
H: -2.03 1.94 -2.85
H: -3.63 1.88 -3.60
H: -3.44 2.47 -1.93
H: -4.13 0.24 -2.02

***

DFT (wB97M-V/def2-TZVPD) results for 2 unconnected molecules or ions with the total composition C3H8N4.

* strongest force on any atom: 0.04395 Eh/bohr
* SMILES: [H]/N=C\C(N)=N/[H].C=N
* E_tot: -338.0729 a.u.
* total charge: 0
* multiplicity: 1
* ΔE to the lowest compared entry with this formula, charge and spin: 2.2022 eV

Atoms and positions in Å:
H: -1.12 -1.52 -0.36
N: -1.46 -0.80 -1.00
C: -1.24 0.38 -0.61
C: -0.52 0.83 0.66
N: -0.58 -0.05 1.70
N: -0.18 2.04 0.89
H: -0.13 2.63 0.07
H: -1.53 1.19 -1.28
H: -1.31 -0.76 1.70
H: -0.36 0.35 2.60
C: 1.72 -1.24 -0.79
N: 1.82 -0.01 -0.58
H: 1.30 -1.71 -1.68
H: 2.03 -1.91 0.02
H: 1.56 0.59 -1.36